1.
{
  "formula": "CH39NO18",
  "method": "ωB97M-V/def2-TZVPD",
  "orbital_gap_ev": 10.367,
  "charge": 0,
  "elements": ["C", "N", "H", "H", "H", "H", "H", "O", "H", "H", "O", "H", "H", "O", "H", "H", "O", "H", "H", "O", "H", "H", "O", "H", "H", "O", "H", "H", "O", "H", "H", "O", "H", "H", "O", "H", "H", "O", "H", "H", "O", "H", "H", "O", "H", "H", "O", "H", "H", "O", "H", "H", "O", "H", "H", "O", "H", "H", "O"],
  "xyz": [[0.1141, -0.4356, 0.1371], [-1.1281, -0.5317, -0.1869], [0.8971, -0.7241, -0.5557], [0.5116, -0.1031, 1.0768], [-1.7913, -0.2627, 0.5029], [-3.1633, 1.9138, 0.2706], [-4.0203, 0.9411, -0.4762], [-3.8113, 1.2447, 0.4073], [-1.0391, 2.9515, 0.4467], [-2.0635, 4.0704, 0.3725], [-1.9510, 3.1508, 0.0467], [0.8429, -1.3387, 4.1339], [0.2647, -0.1893, 3.1974], [0.6625, -1.1201, 3.2093], [2.0266, -1.2159, 2.0709], [2.3565, -2.2100, 0.9447], [2.6336, -1.3547, 1.3469], [3.0162, 0.6184, 1.3228], [3.2667, 1.7089, 0.3705], [3.0027, 1.5517, 1.2295], [-0.6303, -2.0815, 2.5019], [-2.0367, -1.7123, 2.2921], [-1.4342, -2.4432, 2.1974], [-0.8710, -2.9549, -1.1717], [-0.1154, -3.6552, -2.3149], [-0.0069, -2.9109, -1.7145], [-1.8042, 3.0139, -1.6598], [-1.7445, 1.8775, -2.8131], [-1.4526, 2.8076, -2.5822], [3.2484, -1.1890, -1.1182], [3.5185, 0.1330, -1.8543], [3.2538, -0.8191, -2.0081], [-0.0931, 1.7702, 2.1571], [-0.0299, 1.9026, 3.7054], [-0.3686, 1.3328, 3.0141], [-1.9028, -3.0036, 0.6289], [-2.7469, -2.4502, -0.4816], [-2.1618, -3.1649, -0.2748], [0.8296, -3.7516, 1.0123], [1.0514, -3.3492, -0.4306], [1.5016, -3.5770, 0.3846], [1.4299, 2.1945, 1.0192], [0.5521, 2.1800, -0.1252], [0.5542, 2.4827, 0.7859], [3.8604, 2.4839, -1.8579], [2.4581, 1.8647, -1.6701], [3.4028, 1.8013, -1.4047], [-1.4099, -0.0956, -3.6604], [-1.5392, -0.2554, -2.1532], [-1.9249, 0.2245, -2.9342], [0.4103, -1.4390, -2.4768], [1.6993, -0.7726, -2.8037], [0.7552, -0.6471, -2.9797], [-2.2486, 0.4751, 2.8842], [-3.3028, 0.3110, 1.8117], [-2.8115, -0.1454, 2.4666], [0.6242, 0.8605, -2.1969], [0.0842, 2.3022, -2.2492], [0.7744, 1.7347, -1.7931]],
  "forces_ev_per_angstrom": [[-1.834, -0.275, -0.529], [2.526, -0.015, -1.166], [-0.210, 0.016, -0.175], [-0.262, 0.160, 0.444], [-0.279, 0.388, 1.079], [1.120, 1.352, -0.103], [-0.204, -0.218, -0.230], [-1.228, -1.168, 0.146], [-1.315, 0.041, -0.683], [-0.341, -0.691, -0.440], [1.543, 1.096, 1.542], [-0.044, 0.066, -0.203], [0.435, -0.893, 0.125], [-0.188, 0.910, 0.578], [-0.422, -0.135, 0.598], [0.019, 0.213, 0.250], [0.963, 0.063, -0.803], [0.084, -1.883, 0.206], [1.247, 0.665, -3.285], [-1.198, 1.017, 3.304], [1.875, 0.582, 0.663], [-0.907, 0.810, 0.210], [-1.206, -1.959, -0.733], [0.516, 0.231, -0.217], [0.227, -0.038, -0.227], [-0.890, -0.390, 0.175], [0.566, -0.480, -1.570], [0.099, 0.827, 0.431], [-0.686, 0.051, 0.679], [0.037, -0.135, 0.096], [-0.223, -0.993, -0.209], [0.486, 0.824, 0.253], [-0.185, -0.300, 0.371], [0.053, 0.209, 0.241], [-0.029, 0.242, -0.444], [0.540, 0.210, 1.438], [-0.530, 0.642, -0.316], [-0.172, -1.139, -1.207], [-1.122, -0.340, 1.009], [-0.500, 0.130, -0.762], [1.662, -0.104, -0.117], [1.890, -0.270, 0.979], [-0.286, -0.453, -1.436], [-1.383, 0.826, 0.438], [0.695, 0.939, -0.638], [-0.398, 0.168, -0.099], [-0.290, -0.689, 0.410], [0.582, -0.292, -0.840], [-0.436, 0.561, -0.294], [-0.415, -0.549, 1.209], [-0.063, 0.620, -0.666], [0.693, 0.186, -0.131], [-0.707, -0.911, 0.334], [0.991, 1.125, 0.666], [-1.117, 1.015, -1.308], [-0.051, -2.029, 0.873], [0.084, -0.656, -0.155], [0.110, -0.033, 0.360], [0.078, 0.851, -0.122]],
  "mulliken_charge": [0.646, 0.593, 0.136, -0.455, -0.266, 0.444, 0.310, -0.744, 0.590, 0.274, -0.764, 0.241, 0.424, -0.727, 0.379, 0.377, -0.754, 0.350, 0.445, -0.777, 0.415, 0.373, -0.766, 0.388, 0.263, -0.797, 0.463, 0.463, -0.890, 0.314, 0.443, -0.819, 0.396, 0.263, -0.641, 0.460, 0.296, -0.772, 0.318, 0.503, -0.797, 0.635, 0.042, -0.883, 0.261, 0.565, -0.779, 0.344, 0.245, -0.748, 0.327, 0.443, -0.764, 0.314, 0.274, -0.740, 0.259, 0.422, -0.814]
}



2.
{
  "formula": "CH3Br2NO2S",
  "method": "ωB97M-V/def2-TZVPD",
  "orbital_gap_ev": [9.290, 5.652],
  "charge": 0,
  "e_above_lowest_kcal_mol": 71.1,
  "elements": ["C", "N", "O", "O", "S", "Br", "Br", "H", "H", "H"],
  "xyz": [[2.0979, 1.1229, 1.0390], [-2.0180, -0.8486, -0.9824], [0.3258, -1.4280, -0.2799], [-0.9793, 0.2272, 1.1430], [-0.5442, -0.2645, -0.1947], [1.1579, 2.4931, 0.1862], [2.8923, -0.0544, -0.0574], [1.5146, 0.6416, 1.9269], [-1.8278, -1.7110, -1.3449], [-2.6193, -0.1783, -1.4357]],
  "forces_ev_per_angstrom": [[-2.054, -0.395, 2.281], [1.183, 3.195, 2.545], [-0.511, 0.443, -0.035], [0.895, -0.521, -2.184], [-2.974, -1.068, 1.551], [0.126, 0.551, 0.097], [1.522, -0.794, -0.727], [1.278, 1.155, -1.622], [0.351, -2.454, -1.729], [0.184, -0.113, -0.178]],
  "mulliken_charge": [-0.334, -0.458, -0.483, -0.443, 0.860, -0.045, 0.017, 0.382, 0.258, 0.247]
}



3.
{
  "formula": "CH3Br2NO2S",
  "method": "ωB97M-V/def2-TZVPD",
  "orbital_gap_ev": [7.137, 5.935],
  "charge": 0,
  "e_above_lowest_kcal_mol": 40.1,
  "multiplicity": 3,
  "s_squared": 2.01,
  "elements": ["C", "N", "O", "O", "S", "Br", "Br", "H", "H", "H"],
  "xyz": [[-1.1111, -0.3372, 0.7542], [1.6144, -0.2736, -0.1829], [-0.3792, 0.5153, -1.7631], [0.4134, 1.8549, 0.1320], [0.1371, 0.5724, -0.4275], [-1.1093, -2.2214, 0.4961], [-2.8560, 0.6811, 0.4624], [-0.8541, -0.1419, 1.8409], [1.8606, -1.0259, -0.7619], [2.2841, 0.3765, -0.5503]],
  "forces_ev_per_angstrom": [[5.118, -1.044, 0.292], [-0.821, 1.602, 0.355], [-0.048, -0.558, 0.101], [-0.096, 0.400, 0.333], [0.041, -1.675, 1.455], [0.094, -0.370, -0.167], [-4.015, 2.346, -0.549], [-0.021, 0.117, -1.264], [-0.856, -2.009, -0.992], [0.603, 1.190, 0.438]],
  "mulliken_charge": [-0.459, -0.513, -0.557, -0.554, 1.029, -0.087, 0.161, 0.416, 0.283, 0.282]
}



4.
{
  "formula": "CH3Br2OP",
  "method": "ωB97M-V/def2-TZVPD",
  "orbital_gap_ev": 9.935,
  "charge": 0,
  "smiles": "COP(Br)Br",
  "e_above_lowest_kcal_mol": 38.8,
  "elements": ["C", "O", "P", "Br", "Br", "H", "H", "H"],
  "xyz": [[0.3014, -1.1823, -0.3560], [-0.3005, 0.0287, -0.6925], [0.3342, 1.5384, 0.3319], [-1.1043, 2.8319, -0.6781], [-0.7121, 1.2548, 2.3148], [1.3751, -1.2319, -0.6548], [-0.1601, -1.8179, -0.9789], [0.2663, -1.4217, 0.7136]],
  "forces_ev_per_angstrom": [[2.936, 1.753, 1.585], [0.977, 4.045, 2.336], [-1.626, -2.985, -1.759], [0.047, 0.234, -0.032], [0.288, -0.119, -0.508], [-0.370, 0.270, 0.232], [-1.838, -2.999, -1.663], [-0.414, -0.198, -0.191]],
  "mulliken_charge": [-0.591, -0.325, 0.338, -0.083, -0.130, 0.271, 0.258, 0.262]
}



5.
{
  "formula": "CH3Br2P",
  "method": "ωB97M-V/def2-TZVPD",
  "orbital_gap_ev": 8.231,
  "charge": 0,
  "smiles": "C=[PH](Br)Br",
  "e_above_lowest_kcal_mol": 56.9,
  "elements": ["C", "P", "Br", "Br", "H", "H", "H"],
  "xyz": [[1.0984, 0.0209, -0.3870], [-0.4428, 0.0525, 0.2997], [-2.4223, 1.2128, -0.2569], [-1.1534, -2.0005, 0.1913], [1.7554, 0.8349, -0.2130], [1.4748, -0.2997, -1.2753], [-0.3100, 0.1791, 1.6411]],
  "forces_ev_per_angstrom": [[-1.548, 1.163, 2.602], [1.280, -0.951, -2.093], [0.705, -0.316, 0.324], [-0.343, -0.064, -0.108], [0.218, 1.181, 1.170], [-0.216, -1.749, -2.779], [-0.097, 0.737, 0.883]],
  "mulliken_charge": [-0.712, 0.317, -0.237, -0.097, 0.273, 0.322, 0.135]
}



6.
{
  "formula": "CH3Br2P",
  "method": "ωB97M-V/def2-TZVPD",
  "orbital_gap_ev": 9.274,
  "charge": 0,
  "smiles": "[H]/P=C\\Br.Br",
  "e_above_lowest_kcal_mol": 73.2,
  "elements": ["H", "P", "C", "Br", "H", "Br", "H"],
  "xyz": [[0.6983, -0.6614, 1.3623], [1.2700, -1.4166, 0.0769], [1.1120, -0.1903, -1.0527], [0.5586, 1.6180, -0.8420], [1.4272, -0.5028, -2.1449], [-2.5501, -0.1234, 1.2149], [-2.5160, 1.2766, 1.3855]],
  "forces_ev_per_angstrom": [[0.943, -1.017, -1.990], [-1.067, 1.668, 1.446], [0.687, -0.970, -1.498], [0.173, -0.690, -0.172], [-0.724, 1.021, 2.221], [-0.039, -0.209, -0.020], [0.026, 0.196, 0.012]],
  "mulliken_charge": [0.006, -0.023, -0.180, -0.086, 0.289, -0.209, 0.203]
}



7.
{
  "formula": "CH3Br3N",
  "method": "ωB97M-V/def2-TZVPD",
  "orbital_gap_ev": 9.327,
  "charge": 1,
  "e_above_lowest_kcal_mol": 19.5,
  "elements": ["C", "N", "Br", "Br", "Br", "H", "H", "H"],
  "xyz": [[-0.4636, 1.4334, -1.7387], [-0.0565, 0.0597, -0.2477], [-2.3590, 1.1022, -1.8949], [0.6650, 0.7817, -3.0798], [-0.0763, 3.0541, -0.9563], [0.1876, 0.5354, 0.6473], [-0.7063, -0.6909, -0.0825], [0.7989, -0.2844, -0.7551]],
  "forces_ev_per_angstrom": [[-1.321, -1.446, 1.144], [1.952, 1.493, -1.165], [0.937, 0.133, -0.294], [-0.259, 0.219, 0.076], [0.329, 0.202, 0.035], [-0.158, -0.462, -0.915], [-0.482, -0.256, -0.141], [-0.998, 0.117, 1.260]],
  "mulliken_charge": [0.096, -0.635, 0.149, 0.169, 0.207, 0.337, 0.322, 0.354]
}



8.
{
  "formula": "CH3Br3SSi",
  "method": "ωB97M-V/def2-TZVPD",
  "orbital_gap_ev": 6.385,
  "charge": 0,
  "e_above_lowest_kcal_mol": 73.7,
  "elements": ["C", "Si", "S", "Br", "Br", "Br", "H", "H", "H"],
  "xyz": [[-0.0128, 0.2474, 0.8860], [0.3094, 0.1080, -0.9859], [0.8419, -1.2582, 1.5048], [2.2986, 0.7245, -1.8702], [-2.1659, 2.5771, -1.3490], [-0.5776, -1.6186, -1.9278], [0.5520, 0.9909, 1.3937], [-1.0857, 0.2965, 1.4297], [-0.1600, -2.0676, 0.9187]],
  "forces_ev_per_angstrom": [[-1.785, -0.828, 1.248], [-0.659, 1.776, 0.663], [-1.492, -1.126, -1.212], [-1.515, -0.400, 0.758], [1.353, -1.287, 0.105], [0.037, 0.151, -0.105], [0.491, 1.227, -0.197], [2.199, -0.005, -2.172], [1.372, 0.493, 0.913]],
  "mulliken_charge": [-0.625, 0.717, -0.160, -0.134, -0.554, -0.077, 0.337, 0.358, 0.138]
}



9.
{
  "formula": "CH3BrClOP",
  "method": "ωB97M-V/def2-TZVPD",
  "orbital_gap_ev": 11.168,
  "charge": 0,
  "smiles": "C[P@@](=O)(Cl)Br",
  "e_above_lowest_kcal_mol": 0.0,
  "elements": ["C", "P", "O", "Cl", "Br", "H", "H", "H"],
  "xyz": [[0.9761, -0.2749, -0.1889], [-0.6522, 0.3650, 0.3996], [-0.9417, 0.5455, 1.7969], [-1.0875, 1.8019, -0.8574], [-1.9637, -1.2893, -0.2835], [1.2393, 0.3608, -0.9839], [1.6094, -0.2304, 0.6715], [0.8203, -1.2785, -0.5543]],
  "forces_ev_per_angstrom": [[-1.701, 0.173, 1.008], [0.261, -2.691, -1.253], [0.290, 0.898, 1.509], [-0.266, 1.134, -0.531], [-0.261, -0.019, -0.239], [0.842, 0.742, -0.883], [0.747, -0.015, 0.281], [0.089, -0.221, 0.107]],
  "mulliken_charge": [-0.941, 0.866, -0.545, -0.181, -0.217, 0.360, 0.287, 0.371]
}